Record 1
{
  "formula": "C4H9NO2",
  "method": "ωB97M-V with the def2-TZVPD basis set",
  "symbols": ["C", "C", "C", "O", "H", "H", "H", "H", "H", "H", "H", "N", "C", "O", "H", "H"],
  "xyz": [[-1.00, 1.10, -0.53], [-0.90, 0.16, 0.68], [-1.55, -1.14, 0.58], [-0.18, -1.14, 0.89], [-0.53, 2.07, -0.37], [-2.08, 1.29, -0.68], [-0.62, 0.67, -1.46], [-0.85, 0.68, 1.63], [-2.21, -1.49, 1.35], [-1.74, -1.47, -0.44], [2.10, 1.59, 0.25], [1.60, 0.71, 0.25], [2.19, -0.17, -0.46], [1.73, -1.39, -0.66], [3.14, 0.00, -0.97], [0.92, -1.49, -0.07]],
  "nbo_charge": [-0.633, 0.097, -0.114, -0.528, 0.225, 0.210, 0.226, 0.209, 0.184, 0.178, 0.347, -0.768, 0.429, -0.699, 0.133, 0.501],
  "smiles": "C[C@H]1CO1.[H]/N=C/O",
  "gap_ev": 10.82,
  "total_energy_ev": -9876.9009,
  "de_lowest_kcal_mol": 72.9,
  "charge": 0,
  "molar_mass_g_mol": 103.121,
  "homo_ha": -0.3595
}



Record 2
{
  "formula": "C8H14",
  "method": "ωB97M-V with the def2-TZVPD basis set",
  "symbols": ["C", "C", "C", "C", "C", "C", "C", "C", "H", "H", "H", "H", "H", "H", "H", "H", "H", "H", "H", "H", "H", "H"],
  "xyz": [[-1.94, 0.30, 0.29], [-0.67, 0.53, -0.42], [-0.29, -0.61, -1.13], [-0.14, -1.69, -0.01], [0.61, -0.86, 1.13], [0.52, 0.49, 0.50], [1.97, 0.43, -0.25], [-0.14, 1.77, 0.03], [-1.85, 0.02, 1.62], [-2.52, -0.60, -0.47], [-2.40, 1.41, -0.22], [0.79, -0.73, -1.70], [-0.94, -1.14, -2.07], [-1.24, -2.22, 0.02], [0.57, -2.50, -0.48], [1.40, -1.35, 1.67], [-0.21, -1.22, 1.87], [1.83, 0.88, -1.14], [2.84, 0.89, 0.29], [2.25, -0.50, -0.84], [0.76, 2.44, -0.18], [-0.81, 2.54, 0.72]],
  "nbo_charge": [-0.627, -0.265, -0.377, -0.430, -0.454, -0.043, -0.625, -0.362, 0.264, 0.235, 0.244, 0.228, 0.192, 0.227, 0.209, 0.250, 0.215, 0.198, 0.223, 0.210, 0.255, 0.235],
  "gap_ev": 9.32,
  "total_energy_ev": -8512.7569,
  "de_lowest_kcal_mol": 238.1,
  "charge": 0,
  "molar_mass_g_mol": 110.200,
  "homo_ha": -0.3080
}



Question: Number 1 is which compound?
Answer: C4H9NO2